DFT (ωB97M-V with the def2-TZVPD basis set) results for a structure of composition C4H5ClHgO5 in a non-equilibrium geometry.

Results
Kohn-Sham gap (eV): 3.477
Net charge: +2

Geometry (Å):
O -2.559 1.273 -2.127
C -1.550 0.669 -2.016
O -0.415 0.710 -2.704
C 0.656 0.493 -1.791
C -0.020 -0.417 -0.756
Cl 0.327 -2.149 -0.949
C 0.154 0.012 0.780
O -0.127 -1.054 1.586
O -0.479 -0.661 2.823
O -1.366 -0.300 -0.957
H 1.471 -0.057 -2.221
H 0.947 1.461 -1.412
H -0.486 0.854 1.009
H 1.220 0.330 0.869
H 0.286 -0.976 3.464
Hg 1.940 -0.185 4.402

Atomic forces in eV per Å
O 1.16 -0.98 -0.05
C -1.71 0.78 -0.13
O 0.32 0.17 -0.04
C -0.47 -0.38 0.13
C -0.84 -1.24 0.01
Cl 0.70 0.20 0.15
C -0.27 0.37 -0.64
O 0.47 -0.24 0.86
O 0.20 0.44 -0.26
O 0.01 1.02 0.13
H 0.34 0.12 -0.60
H 0.35 0.25 0.35
H -0.15 0.33 0.19
H 0.25 -0.43 -0.02
H -0.54 -0.60 -0.26
Hg 0.18 0.19 0.16